{"formula": "C31H28BaF8N2O5S2Si", "method": "ωB97M-V/def2-TZVPD", "symbols": ["Ba", "C", "C", "O", "C", "C", "C", "C", "C", "C", "O", "H", "H", "H", "H", "H", "H", "H", "F", "C", "F", "F", "S", "O", "O", "O", "C", "C", "C", "C", "C", "C", "Si", "C", "C", "C", "C", "C", "C", "C", "C", "C", "C", "C", "C", "H", "H", "H", "H", "H", "H", "H", "H", "H", "H", "H", "H", "H", "H", "H", "F", "C", "F", "C", "F", "F", "F", "C", "N", "C", "N", "S", "H", "H", "H", "H", "H", "H"], "xyz": [[0.131, 0.581, -0.243], [4.475, 1.229, 1.788], [3.624, 0.556, 0.716], [2.573, 0.032, 1.058], [4.130, 0.550, -0.647], [5.496, 0.751, -0.883], [6.049, 0.641, -2.138], [5.216, 0.327, -3.214], [3.872, 0.149, -3.039], [3.247, 0.279, -1.757], [1.994, 0.173, -1.630], [3.863, 1.342, 2.679], [4.833, 2.200, 1.455], [5.340, 0.610, 2.030], [6.145, 0.975, -0.047], [7.112, 0.787, -2.288], [5.643, 0.225, -4.207], [3.221, -0.086, -3.871], [1.416, 1.156, 3.601], [0.777, 2.333, 3.510], [1.681, 3.281, 3.829], [-0.157, 2.338, 4.483], [-0.005, 2.676, 1.841], [-0.589, 3.970, 2.031], [1.101, 2.593, 0.921], [-0.916, 1.562, 1.677], [-2.795, -5.947, 1.820], [-1.525, -6.107, 1.286], [-1.014, -5.169, 0.403], [-1.736, -4.038, 0.019], [-2.994, -3.881, 0.608], [-3.525, -4.813, 1.480], [-1.058, -2.662, -1.168], [-2.429, -2.751, -2.542], [-3.381, -3.760, -2.687], [-4.297, -3.764, -3.726], [-4.287, -2.748, -4.666], [-3.353, -1.729, -4.546], [-2.448, -1.734, -3.499], [0.306, -3.709, -2.095], [0.031, -4.892, -2.785], [1.023, -5.604, -3.439], [2.331, -5.145, -3.426], [2.628, -3.971, -2.754], [1.626, -3.269, -2.102], [-3.211, -6.691, 2.492], [-0.934, -6.980, 1.546], [-0.030, -5.333, -0.019], [-3.579, -3.003, 0.360], [-4.514, -4.660, 1.898], [-3.406, -4.572, -1.971], [-5.023, -4.567, -3.802], [-5.006, -2.744, -5.477], [-3.345, -0.911, -5.256], [-1.753, -0.907, -3.408], [-0.988, -5.258, -2.814], [0.776, -6.519, -3.969], [3.111, -5.696, -3.942], [3.643, -3.590, -2.743], [1.873, -2.342, -1.599], [-3.141, 1.240, -2.199], [-1.935, 1.961, -2.054], [-1.538, 2.163, -3.398], [-2.405, 3.339, -1.631], [-3.301, 3.969, -2.478], [-3.023, 3.309, -0.436], [-1.372, 4.201, -1.526], [-1.394, -4.254, 5.714], [-1.222, -3.572, 4.463], [-0.809, -2.298, 4.315], [-0.491, -1.611, 5.461], [-0.651, -1.621, 2.826], [-1.555, -5.312, 5.513], [-2.261, -3.883, 6.279], [-0.501, -4.155, 6.338], [-1.491, -4.035, 3.607], [-1.009, -1.825, 6.301], [-0.343, -0.628, 5.290]], "lowdin_charge": [1.863, -0.014, -0.403, -0.060, -0.101, -0.070, -0.138, -0.121, -0.020, -0.389, -0.388, 0.067, 0.084, 0.078, 0.093, 0.079, 0.091, 0.109, 0.098, -0.627, 0.105, 0.102, 0.383, -0.264, -0.471, -0.582, -0.151, -0.126, -0.109, -0.337, -0.145, -0.124, 0.702, -0.304, -0.128, -0.124, -0.131, -0.102, -0.116, -0.306, -0.116, -0.120, -0.132, -0.106, -0.111, 0.080, 0.087, 0.093, 0.104, 0.089, 0.087, 0.085, 0.082, 0.096, 0.085, 0.093, 0.085, 0.083, 0.092, 0.070, -0.074, -0.377, -0.082, -0.612, 0.063, 0.108, 0.100, -0.106, -0.064, -0.941, 0.076, 0.695, 0.081, 0.078, 0.080, 0.098, 0.077, 0.073], "gap_ev": 5.31, "charge": -2, "max_force_ev_per_a": 3.4}

{"formula": "C35H43N10O3PS4W", "method": "ωB97M-V/def2-TZVPD", "symbols": ["W", "N", "C", "S", "N", "N", "C", "C", "C", "C", "C", "C", "N", "H", "H", "H", "H", "H", "H", "H", "S", "C", "C", "C", "C", "C", "C", "S", "H", "H", "H", "H", "C", "C", "C", "P", "C", "C", "C", "C", "C", "C", "H", "H", "H", "H", "H", "H", "H", "H", "H", "H", "H", "H", "H", "H", "H", "H", "H", "H", "H", "H", "H", "N", "C", "C", "N", "C", "C", "N", "H", "H", "H", "H", "H", "O", "S", "O", "O", "C", "N", "C", "C", "C", "N", "C", "C", "C", "N", "C", "C", "H", "H", "H", "H", "H", "H"], "xyz": [[-0.243, 0.933, -0.566], [2.315, -2.629, -1.814], [1.676, -1.456, -1.691], [0.071, -1.460, -1.059], [2.264, -0.374, -2.123], [1.485, 0.730, -1.953], [1.929, 1.781, -2.554], [1.156, 2.987, -2.474], [1.569, 4.150, -3.107], [0.775, 5.278, -3.018], [-0.398, 5.196, -2.289], [-0.734, 4.004, -1.673], [0.009, 2.897, -1.763], [1.983, -3.426, -1.298], [3.294, -2.602, -2.051], [2.849, 1.725, -3.122], [2.503, 4.155, -3.650], [1.069, 6.200, -3.501], [-1.055, 6.046, -2.172], [-1.616, 3.925, -1.054], [-1.723, 2.345, 0.772], [-0.692, 3.229, 1.892], [-1.286, 4.079, 2.825], [-0.503, 4.814, 3.696], [0.884, 4.705, 3.644], [1.477, 3.857, 2.729], [0.695, 3.110, 1.846], [1.481, 1.993, 0.741], [-2.365, 4.154, 2.863], [-0.972, 5.466, 4.421], [1.500, 5.280, 4.323], [2.555, 3.758, 2.693], [-3.844, 1.539, -4.380], [-2.606, 1.699, -3.495], [-1.354, 1.741, -4.380], [-2.518, 0.537, -2.050], [-4.016, 0.973, -1.002], [-5.261, 0.092, -1.091], [-4.441, 2.440, -1.135], [-2.671, -1.189, -2.743], [-4.014, -1.723, -3.264], [-1.624, -1.367, -3.853], [-3.898, 2.377, -5.078], [-4.778, 1.513, -3.820], [-3.780, 0.628, -4.975], [-2.675, 2.664, -2.985], [-1.427, 1.026, -5.196], [-0.436, 1.520, -3.840], [-1.255, 2.734, -4.823], [-3.629, 0.851, 0.013], [-5.698, 0.068, -2.088], [-6.012, 0.503, -0.413], [-5.072, -0.932, -0.771], [-4.992, 2.615, -2.059], [-3.613, 3.140, -1.084], [-5.104, 2.678, -0.302], [-2.365, -1.829, -1.912], [-4.549, -1.010, -3.886], [-4.681, -2.049, -2.473], [-3.802, -2.596, -3.884], [-2.015, -0.989, -4.798], [-1.423, -2.431, -3.980], [-0.675, -0.878, -3.645], [-3.495, -2.585, 2.294], [-2.394, -1.782, 2.345], [-1.917, -1.120, 1.208], [-0.862, -0.314, 1.269], [-0.255, -0.164, 2.451], [-0.744, -0.832, 3.562], [-1.801, -1.626, 3.527], [-3.805, -2.946, 1.410], [-3.655, -3.165, 3.101], [-2.399, -1.260, 0.249], [0.621, 0.462, 2.490], [-0.242, -0.719, 4.515], [5.302, -7.653, 6.133], [4.638, -7.239, 4.919], [3.231, -6.913, 5.062], [4.966, -8.009, 3.731], [5.406, -5.640, 4.503], [6.668, -5.421, 4.874], [7.205, -4.272, 4.495], [6.522, -3.322, 3.749], [5.215, -3.648, 3.418], [4.667, -4.794, 3.797], [4.317, -2.764, 2.624], [4.744, -1.616, 1.965], [3.828, -0.880, 1.227], [2.545, -1.210, 1.107], [2.144, -2.310, 1.747], [2.972, -3.110, 2.509], [8.232, -4.095, 4.802], [6.990, -2.391, 3.465], [5.775, -1.292, 2.006], [4.143, 0.016, 0.702], [1.097, -2.576, 1.622], [2.614, -4.003, 3.003]], "lowdin_charge": [0.941, 0.122, -0.807, 0.732, 0.016, -0.199, -0.098, -0.300, 0.009, -0.029, -0.022, -0.146, -0.055, 0.099, 0.116, 0.142, 0.125, 0.119, 0.117, 0.043, 0.687, -0.621, -0.117, -0.089, -0.087, -0.115, -0.647, 0.677, 0.101, 0.103, 0.104, 0.103, -0.092, -0.520, -0.109, 1.014, -0.552, -0.104, -0.134, -0.545, -0.100, -0.146, 0.091, 0.061, 0.068, 0.073, 0.072, 0.037, 0.090, 0.024, 0.071, 0.088, 0.063, 0.074, 0.023, 0.092, 0.040, 0.060, 0.058, 0.087, 0.072, 0.092, 0.033, 0.143, -0.353, -0.141, -0.198, -0.157, -0.073, 0.153, 0.096, 0.108, 0.074, 0.059, 0.125, -0.359, 0.385, -0.376, -0.364, -0.338, 0.126, -0.121, -0.006, -0.230, 0.155, -0.132, -0.008, -0.154, 0.026, -0.163, 0.013, 0.107, 0.095, 0.103, 0.095, 0.088, 0.120], "s2": 2.0320, "gap_ev": [4.71, 4.00], "charge": 0, "spin_multiplicity": 3, "max_force_ev_per_a": 0.5}

{"formula": "C25H19Cl3CoGeN3O5", "method": "ωB97M-V/def2-TZVPD", "symbols": ["Co", "O", "C", "O", "C", "C", "C", "N", "C", "C", "C", "C", "C", "C", "C", "N", "C", "C", "C", "C", "C", "N", "H", "H", "H", "H", "H", "H", "H", "H", "H", "H", "C", "O", "C", "C", "C", "C", "C", "C", "O", "C", "O", "C", "H", "H", "H", "H", "H", "H", "H", "H", "H", "Cl", "Ge", "Cl", "Cl"], "xyz": [[-0.171, -0.723, 0.378], [-3.372, 5.207, 5.384], [-3.551, 4.291, 6.084], [-3.722, 3.454, 6.923], [-2.663, 2.170, 3.095], [-1.981, 2.795, 2.118], [-1.242, 1.938, 1.290], [-1.274, 0.639, 1.546], [-2.093, 0.074, 2.436], [-2.900, 0.878, 3.295], [-1.921, -1.382, 2.517], [-2.603, -2.082, 3.501], [-2.386, -3.425, 3.608], [-1.522, -4.111, 2.697], [-0.903, -3.355, 1.726], [-1.112, -1.997, 1.678], [-0.298, 2.242, 0.195], [-0.235, 3.537, -0.335], [0.748, 3.768, -1.257], [1.736, 2.789, -1.533], [1.601, 1.537, -0.894], [0.616, 1.276, -0.053], [-1.985, 3.905, 2.001], [-3.488, 0.390, 4.074], [-3.359, -1.676, 4.194], [-2.770, -4.056, 4.398], [-1.290, -5.184, 2.692], [-0.182, -3.779, 0.981], [-1.097, 4.166, -0.252], [0.767, 4.741, -1.666], [2.400, 2.983, -2.358], [2.284, 0.708, -1.092], [-1.074, -0.593, -6.307], [0.340, -0.889, -6.012], [0.642, -1.137, -4.726], [2.021, -1.171, -4.468], [2.485, -1.507, -3.264], [1.601, -1.540, -2.115], [2.177, -1.640, -0.793], [3.688, -1.892, -0.626], [1.592, -1.497, 0.298], [0.168, -1.310, -2.386], [-0.691, -1.194, -1.421], [-0.244, -1.128, -3.688], [-1.082, -0.470, -7.367], [-1.495, 0.307, -5.823], [-1.630, -1.438, -6.030], [2.601, -1.038, -5.454], [3.591, -1.467, -3.107], [4.036, -2.782, -1.105], [3.931, -1.875, 0.451], [4.203, -1.025, -1.170], [-1.328, -1.043, -3.847], [3.534, -0.051, 4.405], [2.717, 0.815, 2.678], [4.338, 1.103, 1.299], [1.847, 2.750, 3.208]], "lowdin_charge": [0.728, 0.196, -0.374, 0.165, 0.093, 0.007, -0.195, 0.088, -0.151, 0.023, -0.210, 0.000, -0.018, -0.015, -0.055, 0.049, -0.195, 0.008, -0.023, 0.023, -0.112, 0.058, 0.141, 0.118, 0.128, 0.120, 0.123, 0.142, 0.120, 0.107, 0.113, 0.095, -0.017, -0.051, -0.292, -0.028, -0.031, -0.095, -0.388, -0.016, -0.105, -0.322, -0.119, 0.037, 0.087, 0.108, 0.074, 0.160, 0.125, 0.078, 0.077, 0.098, 0.130, 0.145, -0.185, 0.144, 0.089], "s2": 8.7706, "gap_ev": [6.99, 5.77], "charge": 1, "spin_multiplicity": 6, "max_force_ev_per_a": 3.7}

{"formula": "CH31HfO18", "method": "ωB97M-V/def2-TZVPD", "symbols": ["Hf", "C", "O", "O", "O", "H", "O", "H", "H", "O", "H", "H", "O", "H", "H", "O", "H", "H", "O", "H", "H", "O", "H", "H", "O", "H", "H", "O", "H", "H", "O", "H", "H", "O", "H", "H", "O", "H", "H", "O", "H", "H", "O", "H", "H", "O", "H", "H", "O", "H", "H"], "xyz": [[1.077, -2.445, 0.579], [0.106, -0.230, -0.075], [1.276, -0.467, -0.274], [-0.443, 0.910, -0.227], [-0.473, -1.165, 0.395], [0.088, 1.629, -0.627], [-0.183, -2.881, 2.283], [0.100, -3.435, 3.084], [-1.051, -2.494, 2.472], [-1.119, -3.693, -0.001], [-1.971, -3.263, -0.154], [-1.437, -4.569, 0.345], [-0.859, 3.825, 0.928], [-0.382, 4.637, 1.067], [-0.825, 3.642, -0.016], [3.810, -0.148, -1.737], [4.633, 0.125, -1.313], [4.049, -0.480, -2.591], [-0.190, 0.861, -3.162], [0.601, 0.686, -3.712], [-0.819, 1.447, -3.537], [-3.896, -2.002, -0.516], [-3.396, -1.217, -0.178], [-3.709, -1.924, -1.446], [2.057, 2.231, -1.698], [2.287, 1.290, -1.731], [1.136, 2.307, -2.009], [-0.447, 3.760, -1.645], [-1.153, 3.356, -2.102], [-0.391, 4.681, -1.951], [-3.302, 0.356, 0.773], [-2.816, 0.695, -0.033], [-4.180, 0.726, 0.612], [-1.902, 1.865, 2.599], [-2.287, 1.181, 2.052], [-1.545, 2.538, 1.970], [-2.493, -1.475, 2.732], [-2.780, -0.954, 2.016], [-2.522, -0.843, 3.445], [3.155, -2.276, -0.235], [3.958, -2.029, 0.275], [3.349, -1.900, -1.102], [2.657, 2.848, 0.918], [2.294, 2.512, 0.077], [1.995, 2.847, 1.601], [1.767, -1.097, 2.197], [1.236, -0.410, 2.605], [2.473, -1.309, 2.883], [0.915, -2.660, -1.580], [0.434, -3.463, -1.940], [1.120, -2.128, -2.311]], "lowdin_charge": [2.051, -0.828, -0.003, 0.246, -0.002, 0.117, -0.116, 0.184, 0.048, -0.071, 0.061, 0.142, -0.037, 0.073, -0.025, -0.003, 0.107, 0.077, -0.023, 0.087, 0.043, -0.032, -0.003, 0.044, -0.038, 0.009, 0.005, 0.002, 0.049, 0.128, -0.054, 0.101, 0.123, -0.070, -0.053, -0.003, 0.016, -0.020, 0.085, -0.077, 0.146, 0.059, -0.050, -0.027, 0.014, -0.037, 0.131, 0.182, -0.027, 0.171, 0.098], "gap_ev": 5.99, "charge": 3, "max_force_ev_per_a": 8.2}

{"formula": "C7H3NO5SbSe4Ta", "method": "ωB97M-V/def2-TZVPD", "symbols": ["Ta", "O", "C", "C", "C", "N", "C", "C", "C", "O", "O", "C", "O", "O", "H", "H", "H", "Se", "Sb", "Se", "Se", "Se"], "xyz": [[-1.749, 0.000, 0.033], [4.505, 0.000, 0.093], [3.172, 0.000, 0.029], [2.472, 0.000, -1.184], [1.101, 0.000, -1.127], [0.453, 0.000, 0.032], [1.107, 0.000, 1.193], [2.476, 0.000, 1.246], [0.146, 0.000, 2.360], [0.496, 0.000, 3.501], [-1.107, 0.000, 1.917], [0.142, 0.000, -2.296], [0.499, 0.000, -3.435], [-1.109, 0.000, -1.855], [4.898, 0.000, -0.788], [2.970, 0.000, -2.145], [2.996, 0.000, 2.193], [-5.977, 0.000, 2.232], [-5.123, 0.000, 0.053], [-3.173, -1.906, 0.027], [-3.173, 1.906, 0.027], [-6.021, 0.000, -2.107]], "lowdin_charge": [0.944, 0.121, -0.254, 0.103, -0.145, 0.009, -0.138, 0.115, -0.511, 0.165, -0.244, -0.514, 0.161, -0.242, 0.131, 0.143, 0.149, -0.049, -0.165, 0.136, 0.136, -0.050], "gap_ev": 6.51, "charge": 0, "max_force_ev_per_a": 0.1}

{"formula": "C2H5IO", "method": "ωB97M-V/def2-TZVPD", "symbols": ["C", "C", "O", "I", "H", "H", "H", "H", "H"], "xyz": [[-0.107, 0.305, 0.615], [0.230, -0.824, -0.317], [0.265, -0.813, -1.746], [-0.992, -2.672, 0.221], [-1.133, 0.711, 0.325], [-0.164, 0.057, 1.685], [0.611, 1.032, 0.419], [1.187, -1.288, 0.143], [-0.628, -0.915, -2.002]], "lowdin_charge": [-0.159, -0.732, -0.101, 0.638, 0.102, 0.081, 0.052, 0.085, 0.033], "gap_ev": 9.76, "charge": 0, "max_force_ev_per_a": 4.4}